Entry 1:
Here is an isolated ion of composition C5H11N2 and charge +1 in a non-equilibrium geometry from the OMol25 dataset. Energies are from wB97M-V/def2-TZVPD.

Its multiplicity is 1. The HOMO energy (alpha / beta) comes out at -0.4708 / -0.4708 hartree. The calculation puts the molar mass at 99.16 g mol⁻¹. The strongest force on any atom is 6.30 eV/Å. Its SMILES is C=[N+]=CCN(C)C. The calculation puts the energy at -8333.1547 eV. The total charge is +1. As for the energy above the lowest of the compared OMol25 structures with the same formula, charge and spin: 91.4 kcal/mol.

Last column: Löwdin charge in e.
Positions of all 18 atoms, in Å:
C: -1.30039 -1.84725 -2.34569  0.16
N: -0.46204 -1.28018 -1.59780  0.09
C: 0.27609 -0.37329 -1.15346  0.03
C: 1.33859 -0.17636 0.08161  -0.16
N: 0.57597 0.49711 0.94041  -0.35
C: -0.54724 -0.13406 1.59920  -0.04
C: 0.57278 1.84901 0.81284  -0.13
H: -2.02590 -2.42904 -1.77473  0.12
H: -1.29083 -1.90746 -3.36921  0.09
H: -0.15211 0.69388 -1.30375  0.18
H: 1.48939 -1.23381 0.50870  0.15
H: 2.34626 0.23215 -0.31310  0.17
H: -0.45942 -1.20867 1.52495  0.08
H: -0.53616 0.13887 2.71317  0.13
H: -1.55549 0.20533 1.20835  0.11
H: 1.50431 2.30258 0.32352  0.12
H: -0.36669 2.22433 0.30007  0.10
H: 0.59288 2.44685 1.84492  0.14

Forces on the atoms, in the same order (eV/Å):
-0.3 -1.0 3.8
0.3 0.7 -0.9
0.0 2.8 0.2
2.1 -5.1 -2.3
-0.5 -0.5 1.8
-0.8 0.8 1.7
-0.1 6.2 1.2
-0.4 0.2 -0.5
0.6 0.0 -2.4
0.4 -1.7 0.0
0.3 1.4 -1.0
-2.0 -0.3 0.9
-0.1 -0.2 0.0
0.0 -0.4 -1.5
1.1 -0.3 0.1
-1.4 -1.0 0.3
0.9 0.0 0.3
-0.3 -1.5 -1.8

Entry 2:
Here is an isolated ion of composition C5H11N2 and charge +1 in a non-equilibrium geometry from the OMol25 dataset. Energies are from wB97M-V/def2-TZVPD.

Its multiplicity is 1. The HOMO energy comes out at -0.4349 hartree. The calculation puts the molar mass at 99.16 g mol⁻¹. The strongest force on any atom is 3.50 eV/Å. The calculation puts the energy at -8332.7054 eV. The total charge is +1. As for the energy above the lowest of the compared OMol25 structures with the same formula, charge and spin: 101.8 kcal/mol.

Last column: Löwdin charge in e.
Positions of all 18 atoms, in Å:
C: -0.62920 1.37487 0.01497  -0.11
C: -1.57739 0.38087 0.61052  -0.31
C: -1.06854 -1.00514 0.84419  -0.04
C: 1.41542 -0.01342 0.22247  -0.11
C: 2.55698 -0.63877 -0.35905  -0.04
N: -1.98493 -0.66603 -0.31491  0.08
N: 0.56428 0.66819 -0.49687  0.02
H: -1.10120 1.90339 -0.76989  0.12
H: -0.38475 2.03351 0.92977  0.17
H: -2.27631 0.95136 1.17443  0.14
H: -1.49485 -1.55720 1.58652  0.03
H: 1.11227 -0.19738 1.29742  0.16
H: 3.14830 -1.02112 0.48894  0.10
H: 3.18493 0.12768 -1.00441  0.15
H: 2.41534 -1.36764 -1.19532  0.12
H: -2.93791 -0.86632 -0.24048  0.14
H: -1.47827 -0.68239 -1.25773  0.19
H: 0.53582 0.57556 -1.53056  0.18

Forces on the atoms, in the same order (eV/Å):
1.8 -0.4 2.5
1.5 -1.0 0.3
1.3 2.3 -1.5
-3.4 -0.1 0.5
3.0 0.2 -1.8
2.3 0.0 -1.0
-0.4 1.3 -1.0
-0.1 0.9 -0.8
0.1 -0.6 -1.9
-1.3 -0.3 0.3
-1.7 -1.4 1.7
0.8 0.9 -1.2
0.2 -0.2 -0.9
-1.0 -1.0 1.7
-0.4 0.0 1.1
-1.7 -0.8 -0.6
-1.6 -0.1 1.5
0.9 0.3 1.0

Entry 3:
Here is an isolated ion of composition C5H11N2 and charge +1 in a non-equilibrium geometry from the OMol25 dataset. Energies are from wB97M-V/def2-TZVPD.

Its multiplicity is 3. As for the expectation value of S²: 2.008. The HOMO energy (alpha / beta) comes out at -0.3566 / -0.5280 hartree. The calculation puts the molar mass at 99.16 g mol⁻¹. The strongest force on any atom is 10.78 eV/Å. The calculation puts the energy at -8330.0482 eV. The total charge is +1. As for the energy above the lowest of the compared OMol25 structures with the same formula, charge and spin: 72.2 kcal/mol.

Last column: Löwdin spin population.
Positions of all 18 atoms, in Å:
C: 0.57219 0.51471 -0.30455  0.54
C: -2.07014 0.39929 -0.19578  0.07
C: -1.64301 0.72628 1.16468  0.03
C: -0.81896 1.27972 -0.00947  0.06
C: 1.58900 -1.72319 0.04322  0.05
N: 0.46909 -0.69831 0.12712  0.68
N: 1.59759 0.96875 -0.98730  0.49
H: -1.91822 -0.58247 -0.70872  0.00
H: -2.91889 1.01608 -0.72127  0.01
H: -2.24015 1.42510 1.68030  0.00
H: -1.49111 -0.12336 1.79793  0.00
H: -0.92435 2.42614 -0.27339  0.00
H: 2.17886 -1.44574 0.88362  0.02
H: 1.08067 -2.69735 0.15323  0.00
H: 2.11268 -1.76275 -0.92181  0.01
H: -0.42143 -0.97070 0.40830  0.02
H: 1.87195 1.92890 -1.07878  0.02
H: 2.18017 0.14214 -1.15216  0.01

Forces on the atoms, in the same order (eV/Å):
-6.4 8.6 1.2
-1.6 1.6 -3.4
-0.4 0.1 -0.4
1.9 0.0 -0.5
-2.9 0.1 0.0
3.6 -7.1 -0.1
2.4 -1.7 -1.6
-0.3 0.7 0.8
1.5 -1.5 1.2
-0.6 0.8 0.5
1.0 -0.2 0.4
0.5 -2.7 0.8
1.1 -0.3 0.6
0.6 0.4 0.3
-0.1 0.5 0.3
-1.6 -1.1 0.7
0.3 0.1 0.0
0.9 1.6 -0.8

Entry 4:
Here is an isolated ion of composition C5H11N2O and charge -1 in a non-equilibrium geometry from the OMol25 dataset. Energies are from wB97M-V/def2-TZVPD.

Its multiplicity is 1. The HOMO energy comes out at -0.0898 hartree. The calculation puts the molar mass at 115.16 g mol⁻¹. The strongest force on any atom is 1.99 eV/Å. Its SMILES is N/C=C/C[C@H](N)C[O-]. The calculation puts the energy at -10389.9429 eV. The total charge is -1. As for the energy above the lowest of the compared OMol25 structures with the same formula, charge and spin: 13.7 kcal/mol.

Last column: Löwdin charge in e.
Positions of all 19 atoms, in Å:
N: 0.24925 3.03651 -2.13734  -0.03
C: 0.21177 2.32240 -0.85576  -0.22
C: 0.01470 1.01094 -0.78409  -0.11
C: -0.02637 0.27536 0.54968  -0.20
C: 0.28943 -1.19714 0.42450  -0.44
N: -0.64565 -1.83815 -0.45484  0.01
C: 0.23283 -1.92488 1.87752  -0.53
O: -0.98542 -2.32929 2.19942  -0.34
H: 0.54926 2.40749 -2.86899  0.04
H: -0.68323 3.36471 -2.37361  0.05
H: 0.47736 2.97889 -0.03699  0.09
H: -0.27275 0.46637 -1.67741  0.09
H: 0.76002 0.71673 1.17192  0.11
H: -0.99440 0.40551 1.03968  0.12
H: 1.32388 -1.32548 0.08716  0.11
H: -1.56937 -1.52589 -0.21595  0.05
H: -0.69180 -2.83397 -0.24807  0.06
H: 1.00075 -2.75449 1.69439  0.07
H: 0.75975 -1.25561 2.60878  0.07

Forces on the atoms, in the same order (eV/Å):
-0.1 0.0 0.5
0.3 0.1 -1.5
-0.7 0.5 1.2
0.8 0.2 -0.8
0.1 -0.4 2.0
0.1 -0.4 -1.4
0.4 -0.2 -1.2
-0.1 0.1 0.3
-0.1 -0.1 -0.1
0.2 0.0 0.0
-0.2 -0.3 0.3
0.2 -0.1 0.0
-0.3 0.0 0.2
-0.1 -0.1 0.0
0.0 0.1 -0.4
-0.4 0.1 0.4
0.2 0.2 0.2
-0.3 -0.1 0.3
-0.1 0.2 0.0

Entry 5:
Here is C5H11N2O in the gas phase in a non-equilibrium geometry from the OMol25 dataset. Energies are from wB97M-V/def2-TZVPD.

Its multiplicity is 2. As for the expectation value of S²: 0.751. The HOMO energy (alpha / beta) comes out at -0.1361 / -0.3613 hartree. The calculation puts the molar mass at 115.16 g mol⁻¹. The strongest force on any atom is 5.80 eV/Å. The calculation puts the energy at -10386.1961 eV. As for the energy above the lowest of the compared OMol25 structures with the same formula, charge and spin: 70.3 kcal/mol.

Last column: Löwdin spin population.
Positions of all 19 atoms, in Å:
N: -0.60505 1.91802 0.47530  0.20
C: 0.15430 0.57626 0.07196  0.12
C: -0.77469 -0.27685 -0.79258  0.04
C: -0.92151 -1.68832 -0.11853  0.01
C: -1.07309 -1.83876 1.24603  0.03
C: 1.52038 0.99311 -0.43470  0.10
N: 2.03535 -0.12830 -1.06431  0.02
O: 2.18923 1.86556 0.02865  0.07
H: -1.12352 2.16719 -0.36348  0.07
H: -0.03512 2.73076 0.68259  0.05
H: -1.28917 1.63502 1.31463  0.18
H: 0.48787 0.04126 1.06068  0.04
H: -0.35440 -0.43294 -1.78796  0.00
H: -1.90129 -0.05535 -0.89812  0.02
H: -0.83534 -2.51806 -0.74871  0.00
H: -1.22892 -1.03398 1.89900  0.04
H: -0.96411 -2.92587 1.74769  0.00
H: 1.63964 -0.99828 -1.09551  0.00
H: 3.07943 -0.03048 -1.22263  0.00

Forces on the atoms, in the same order (eV/Å):
-0.4 -2.5 0.1
-0.3 2.4 1.6
-1.6 -2.3 0.9
0.2 1.6 3.4
0.8 -3.7 -2.5
-1.4 -3.9 0.0
4.4 3.7 -0.9
0.7 1.9 0.1
-0.6 0.3 -0.3
0.8 0.1 0.5
0.5 0.7 -0.5
-1.2 1.1 -1.3
-0.2 0.3 0.0
2.0 0.8 0.1
0.1 -1.3 -0.8
0.0 1.0 0.8
-0.6 2.6 -1.3
-1.2 -2.2 0.0
-2.0 -0.6 0.2

The highest strongest force on any atom belongs to which entry? number 3

strongest force on any atom of number 4 (C5H11N2O)? 1.99 eV/Å

The lowest energy belongs to which entry? number 4

What is the formula in the second record? C5H11N2